72
Properties=species:S:1:pos:R:3:forces:R:3:lowdin_charge:R:1 method="wB97M-V/def2-TZVPD" multiplicity=4 total_energy_ha=-3678.1258 homo_lumo_gap_ev="6.7 / 4.5" total_charge=+4 relative_energy_kcal_mol=16.45 lumo_energy_ev="-12.2422 / -14.4499" s2=4.00
P -3.4032 0.3989 0.6218 -0.9716 0.4364 -1.0684 0.952
C -3.2707 2.0665 1.3294 0.8959 -0.0725 0.4292 -0.140
H -4.2419 2.5819 1.2311 0.1305 -0.4227 -0.0839 0.103
H -2.4987 2.6608 0.7889 -0.4352 -0.5114 0.1740 0.036
H -3.0043 2.0120 2.4085 -0.1756 -0.0297 -0.6890 0.093
C -4.1376 0.4431 -1.0086 -0.0125 0.0036 -0.1539 -0.166
H -4.1076 -0.5779 -1.4097 -0.1244 0.2221 -0.0119 0.067
H -3.5886 1.1266 -1.6696 -0.1285 -0.1398 0.2006 0.057
H -5.1827 0.7700 -0.9212 0.1730 -0.0354 -0.0587 0.099
C -4.3339 -0.7605 1.6264 0.3409 -0.1720 0.4395 -0.143
H -5.4058 -0.6143 1.4275 0.2230 0.0497 -0.1023 0.101
H -4.1597 -0.5756 2.6936 0.0339 -0.0795 -0.2047 0.086
H -4.0565 -1.7937 1.3820 -0.1586 0.1945 0.0285 0.074
P 1.7891 -1.6483 2.8794 2.4541 0.1731 3.2816 1.010
C 1.9823 -0.0276 3.7152 -1.3298 0.5003 -1.5439 -0.206
H 2.5789 -0.0562 4.6325 -0.0119 -0.4592 -0.1125 0.094
H 0.9459 0.3098 3.9251 0.7367 0.2125 0.0995 0.062
H 2.4607 0.6374 2.9629 -0.3224 -0.1879 0.6653 0.049
C 1.2094 -2.8502 4.0982 -1.3514 -0.1205 -1.1766 -0.208
H 1.1081 -3.7809 3.5276 -0.1795 -0.1338 0.4354 0.064
H 0.2401 -2.5198 4.4731 -0.0427 -0.2961 0.1093 0.062
H 1.8902 -3.0153 4.9282 0.4454 0.3141 -0.0130 0.093
C 3.4882 -2.1850 2.5694 -0.5279 0.1609 -1.7734 -0.210
H 4.0071 -2.5631 3.4449 -0.2850 -0.0385 0.4106 0.091
H 4.0366 -1.3376 2.1520 0.1018 -0.2292 -0.0923 0.063
H 3.3974 -2.9848 1.8246 0.5774 -0.0094 0.0879 0.057
P 2.1267 0.9530 -2.8264 -0.4253 0.4366 -1.7727 0.942
C 2.9421 2.4794 -2.2398 -0.0353 0.2626 0.8039 -0.165
H 3.7684 2.7548 -2.9283 -0.3990 -0.5119 0.1227 0.098
H 3.3797 2.3485 -1.2190 -0.3300 -0.0110 -0.7812 0.083
H 2.2142 3.3297 -2.2031 0.4101 -0.9024 -0.0460 0.010
C 3.2319 -0.1336 -3.7319 0.2682 -0.4986 0.7136 -0.158
H 3.6357 0.3526 -4.6297 -0.2012 0.2194 0.2353 0.103
H 2.6580 -1.0109 -4.0450 0.1462 0.0232 0.0191 0.067
H 4.0645 -0.4313 -3.0869 -0.0073 -0.0970 -0.2060 0.084
C 0.7902 1.2613 -3.9903 -0.2649 0.2845 0.2202 -0.174
H 1.1934 1.7140 -4.9080 -0.0852 -0.0668 0.2426 0.099
H 0.0705 1.9421 -3.5245 0.0027 -0.0068 -0.1945 0.046
H 0.2912 0.3107 -4.2363 0.2615 0.2831 0.0318 0.068
Mn -0.6247 -1.8523 -1.4946 0.8120 11.6951 2.4273 0.479
C -1.6030 -0.4250 0.1496 1.9072 2.2184 4.0385 -0.121
O -0.9111 -0.0111 1.0702 -1.5786 -1.8131 -3.2037 0.018
C 1.1558 -0.2103 -1.4926 3.0529 0.8565 3.5824 -0.145
O 1.7372 -0.1083 -0.4227 -2.3444 -0.7439 -3.2086 0.018
C 0.7122 -3.1808 -2.0369 0.0001 -1.5496 0.1486 -0.090
C -0.2641 -2.9426 -3.0505 0.1132 -1.7065 -1.0455 -0.104
C -1.6540 -2.7543 -2.7231 -0.3599 -3.7926 -0.5854 -0.147
C -2.0358 -3.1954 -1.3951 -0.6121 -1.3388 -0.2617 -0.089
C -1.0802 -3.3073 -0.3263 0.3995 -2.3104 -0.6105 -0.122
C 0.3651 -3.1888 -0.6118 -1.3532 -2.6926 -1.5900 -0.136
H 1.7294 -3.3226 -2.3855 0.0760 0.3576 0.2885 0.145
H 0.0229 -2.9396 -4.1158 0.1314 0.5082 0.7396 0.162
H -2.3911 -2.5541 -3.5087 0.2615 0.0665 0.4772 0.164
H -3.1023 -3.3843 -1.2486 0.2856 0.5751 0.4682 0.151
H -1.4094 -3.5616 0.6870 0.0435 0.4749 -0.4024 0.148
H 1.0917 -3.3684 0.1626 0.1198 0.3950 0.0080 0.118
C 1.2093 3.4906 1.4800 0.1720 0.1413 0.2151 -0.094
O 0.2730 2.9919 0.5026 -0.6267 -0.3674 -0.3185 -0.409
P 0.0223 3.8406 -0.8811 -0.7365 1.7033 0.2491 0.857
O -0.3575 5.3264 -0.3485 0.3170 -1.1427 -0.4032 -0.338
C -1.3228 5.6785 0.6627 -0.1613 0.3542 0.1434 -0.079
O -1.4622 3.1956 -1.2976 0.5590 -0.4882 0.8408 -0.436
C -2.2933 3.8731 -2.2622 -0.2031 0.2061 -0.2270 -0.106
H 1.5179 2.6233 2.0765 -0.0931 0.2862 -0.1345 0.064
H 0.7203 4.2270 2.1371 0.2335 -0.2475 -0.3038 0.098
H 2.1087 3.9437 1.0253 -0.4482 -0.1240 0.0708 0.099
H -1.8455 4.8200 1.1109 0.2866 0.0701 -0.2657 0.071
H -0.7929 6.2250 1.4500 -0.1542 -0.1150 -0.1822 0.104
H -2.0552 6.3459 0.1965 0.1531 -0.1482 0.1568 0.104
H -2.8758 4.6724 -1.7807 0.2782 -0.2298 -0.1593 0.099
H -1.7151 4.2968 -3.0990 -0.1047 -0.1159 0.3413 0.098
H -2.9840 3.1188 -2.6607 0.1778 0.2728 0.0405 0.076


68
Properties=species:S:1:pos:R:3:forces:R:3:lowdin_charge:R:1 method="wB97M-V/def2-TZVPD" multiplicity=3 total_energy_ha=-1177.0672 homo_lumo_gap_ev="4.3 / 4.3" total_charge=-1 lumo_energy_ev="2.6797 / 2.6680" s2=2.01
C 3.9038 0.2259 1.8424 -0.0435 0.0114 -0.0551 -0.187
O 2.6175 -0.2882 1.9973 0.1969 -0.1712 0.0068 -0.248
C 1.5966 0.5389 1.3904 -0.4656 -0.1480 -0.0192 -0.565
N 0.3471 0.0887 1.8334 -0.1096 0.1455 -0.0366 -0.139
H 4.6043 -0.5891 1.6263 0.0262 -0.0310 0.0331 0.063
H 4.2479 0.7348 2.7549 0.0043 0.0553 -0.0032 0.069
H 3.9624 0.9423 1.0146 0.0305 0.0046 -0.0656 0.071
H 1.8583 1.5999 1.6400 0.0991 0.0101 0.0504 0.083
H 1.7532 0.4488 0.2779 0.2847 0.0750 -0.0197 0.075
H -0.3313 0.7175 1.4008 -0.0513 -0.0894 -0.0078 -0.103
C 3.9026 -5.1288 -2.8239 -0.0413 -0.0011 -0.0448 -0.036
C 4.1955 -3.7014 -2.3305 -0.0431 0.0087 -0.0990 -0.482
C 4.5106 -3.6849 -0.8271 0.0655 -0.0065 0.0331 -0.136
C 3.2899 -3.9269 0.0548 -0.0233 -0.0173 -0.0313 -0.171
C 2.1669 -2.9522 -0.2811 0.0846 0.0974 0.1422 -0.119
C 1.7796 -2.9638 -1.7623 -0.0868 -0.0337 -0.0811 -0.482
N 3.0330 -2.7800 -2.5780 0.1375 0.1136 0.4242 -0.113
O 3.3677 -1.5598 -2.7729 -0.0853 -0.1377 -0.2063 -0.027
C 1.0561 -4.2619 -2.1288 -0.0015 -0.0006 -0.0625 -0.040
C 0.8385 -1.8032 -2.0594 0.0235 0.0339 0.0211 -0.037
C 5.3892 -3.1653 -3.1150 0.0229 -0.0081 0.0321 -0.054
H 3.1563 -5.1269 -3.6171 0.0350 0.0038 -0.0300 0.081
H 4.8172 -5.5624 -3.2304 0.0133 -0.0183 0.0435 0.076
H 3.5556 -5.7861 -2.0280 -0.0329 0.0115 -0.0101 0.068
H 4.9397 -2.7096 -0.5784 -0.0412 0.0248 -0.0370 0.121
H 5.2841 -4.4367 -0.6367 0.0150 0.0209 0.0203 0.120
H 2.9508 -4.9645 -0.0366 -0.0024 0.0006 -0.0226 0.098
H 3.5709 -3.7871 1.1002 -0.0093 -0.0256 0.0114 0.115
H 1.2781 -3.1645 0.3164 -0.0023 0.0559 0.0148 0.130
H 2.4753 -1.9413 0.0019 -0.0469 0.0108 -0.0166 0.113
H 0.8714 -4.3129 -3.2039 -0.0078 -0.0007 0.0021 0.086
H 0.0929 -4.2593 -1.6174 -0.0052 0.0011 -0.0093 0.088
H 1.5827 -5.1623 -1.8248 -0.0055 0.0083 0.0180 0.055
H 1.2647 -0.8546 -1.7461 0.0122 0.0011 0.0029 0.070
H -0.0844 -1.9564 -1.4988 0.0129 0.0124 0.0100 0.088
H 0.6093 -1.7531 -3.1261 -0.0006 -0.0066 -0.0006 0.086
H 5.1585 -3.1081 -4.1801 -0.0024 -0.0117 -0.0019 0.089
H 6.2274 -3.8513 -2.9734 -0.0044 0.0131 -0.0017 0.082
H 5.6781 -2.1752 -2.7756 -0.0196 0.0206 -0.0084 0.076
C -5.1900 1.6863 1.0145 -0.0286 0.0252 -0.0496 -0.034
C -3.7117 2.0784 0.8335 -0.1048 -0.0416 -0.0448 -0.475
C -2.9576 2.0396 2.1689 0.0667 -0.0132 0.1112 -0.129
C -3.3167 3.1826 3.1124 -0.0204 0.0042 -0.0246 -0.175
C -3.1508 4.5325 2.4206 0.0261 0.0048 0.0489 -0.135
C -3.9532 4.6369 1.1173 -0.0656 -0.0117 -0.1067 -0.495
N -3.5885 3.4618 0.2542 0.3333 0.0350 0.3294 -0.115
O -2.5469 3.6508 -0.4650 -0.2298 -0.0101 -0.1159 -0.021
C -5.4546 4.6959 1.4054 -0.0277 -0.0209 -0.0305 -0.041
C -3.5789 5.9073 0.3622 0.0308 0.0215 0.0534 -0.049
C -3.0704 1.0911 -0.1318 0.0742 -0.0738 -0.0513 -0.044
H -5.8342 2.2272 0.3216 0.0080 -0.0376 -0.0307 0.079
H -5.3004 0.6225 0.8056 0.0099 -0.0127 0.0459 0.079
H -5.5532 1.8563 2.0278 -0.0033 0.0250 -0.0107 0.067
H -1.8809 2.0616 1.9813 -0.0167 0.0004 -0.0727 0.108
H -3.1538 1.0735 2.6405 0.0337 0.0013 0.0101 0.131
H -4.3357 3.0748 3.4987 -0.0088 0.0003 -0.0238 0.097
H -2.6545 3.1381 3.9789 -0.0242 -0.0045 0.0236 0.113
H -3.4593 5.3510 3.0789 0.0260 -0.0048 0.0146 0.119
H -2.0935 4.6847 2.1855 -0.0090 -0.0160 -0.0460 0.128
H -6.0258 4.6634 0.4761 -0.0004 0.0077 0.0032 0.088
H -5.6675 5.6437 1.9032 -0.0078 0.0044 -0.0060 0.084
H -5.8065 3.8998 2.0539 0.0064 0.0175 -0.0012 0.056
H -2.5091 5.9641 0.1843 0.0078 -0.0134 -0.0123 0.078
H -3.8886 6.7692 0.9574 0.0017 -0.0064 -0.0088 0.083
H -4.0876 5.9467 -0.6022 -0.0010 -0.0030 -0.0001 0.088
H -3.5456 1.1301 -1.1144 -0.0294 0.0302 0.0183 0.089
H -3.1977 0.0898 0.2824 0.0230 0.0014 -0.0127 0.090
H -2.0046 1.2617 -0.2508 -0.0028 0.0578 -0.0054 0.074